one.
ORCA calculation (wB97M-V/def2-TZVPD) on C34H29Cl5N2O3P2PdS2 as an isolated structure.

Highest occupied orbital energy (alpha / beta) in eV: -8.1 / -8.1
E_LUMO (alpha / beta) in eV: -1.64 / -1.64
Multiplicity: 1

Last column: Löwdin charge in e.
Cartesian coordinates (Å):
Pd: 2.08 0.43 -0.05  0.676
Cl: 4.27 2.08 0.25  0.744
C: 3.34 2.66 -1.11  -0.674
C: 2.24 1.89 -1.45  -0.380
C: 1.60 2.18 -2.64  -0.684
Cl: 0.38 1.12 -3.24  0.804
C: 1.94 3.32 -3.37  -0.691
Cl: 1.07 3.73 -4.79  0.707
C: 2.99 4.14 -2.94  -0.697
Cl: 3.39 5.56 -3.82  0.692
C: 3.73 3.79 -1.81  -0.701
Cl: 5.07 4.72 -1.30  0.705
O: 2.42 1.54 2.70  -0.127
N: 1.72 2.42 2.25  -0.204
O: 1.37 2.33 1.03  -0.258
C: 0.04 -3.00 -3.13  -0.086
O: 0.79 -2.03 -2.40  -0.250
C: 2.10 -2.10 -2.46  -1.305
S: 2.97 -3.29 -3.22  0.665
S: 3.03 -0.84 -1.72  0.685
H: -1.00 -2.70 -3.02  0.090
H: 0.21 -4.00 -2.73  0.064
H: 0.33 -2.98 -4.18  0.083
N: 0.22 -0.20 -0.06  -0.277
P: -1.05 0.77 0.16  0.851
C: -1.28 1.59 1.76  -0.320
C: -0.91 0.86 2.89  -0.099
C: -1.10 1.38 4.16  -0.072
C: -1.65 2.64 4.31  -0.075
C: -2.03 3.37 3.20  -0.068
C: -1.85 2.85 1.92  -0.076
C: -1.52 2.02 -1.07  -0.338
C: -2.53 1.73 -1.99  -0.106
C: -2.86 2.65 -2.97  -0.080
C: -2.19 3.86 -3.05  -0.085
C: -1.19 4.15 -2.13  -0.090
C: -0.86 3.24 -1.14  -0.126
C: -2.38 -0.47 0.18  -0.281
C: -3.64 -0.13 0.67  -0.074
C: -4.67 -1.06 0.65  -0.074
C: -4.44 -2.33 0.13  -0.078
C: -3.19 -2.68 -0.34  -0.079
C: -2.16 -1.75 -0.31  -0.081
H: -0.47 -0.12 2.75  0.083
H: -0.80 0.81 5.03  0.106
H: -1.79 3.05 5.30  0.104
H: -2.47 4.36 3.31  0.105
H: -2.15 3.43 1.06  0.101
H: -3.05 0.78 -1.96  0.105
H: -3.64 2.41 -3.69  0.106
H: -2.43 4.57 -3.83  0.107
H: -0.66 5.10 -2.18  0.113
H: -0.08 3.48 -0.43  0.100
H: -3.82 0.85 1.08  0.112
H: -5.65 -0.79 1.02  0.105
H: -5.25 -3.06 0.11  0.104
H: -3.00 -3.68 -0.71  0.101
H: -1.16 -2.01 -0.65  0.075
C: 4.06 -2.48 1.07  -0.266
P: 2.49 -1.63 1.45  0.873
C: 2.61 -1.47 3.26  -0.260
C: 1.25 -2.93 1.20  -0.364
C: 1.35 -3.79 0.11  -0.100
C: 0.39 -4.77 -0.11  -0.079
C: -0.69 -4.89 0.75  -0.093
C: -0.80 -4.04 1.84  -0.084
C: 0.17 -3.07 2.06  -0.095
H: 4.14 -2.69 0.00  0.002
H: 4.14 -3.41 1.63  0.058
H: 4.88 -1.82 1.34  0.051
H: 2.79 -2.45 3.72  0.058
H: 1.70 -1.02 3.67  0.026
H: 3.43 -0.79 3.49  0.043
H: 2.19 -3.72 -0.58  0.060
H: 0.50 -5.44 -0.96  0.107
H: -1.44 -5.65 0.58  0.106
H: -1.64 -4.14 2.52  0.110
H: 0.08 -2.44 2.94  0.090

two.
ORCA calculation (wB97M-V/def2-TZVPD) on C34H29Cl5N2O3P2PdS2 as an isolated structure.

Highest occupied orbital energy (alpha / beta) in eV: -6.8 / -6.8
E_LUMO (alpha / beta) in eV: -1.33 / -1.33
Multiplicity: 1

Last column: Löwdin charge in e.
Cartesian coordinates (Å):
Pd: -0.31 -0.47 0.42  0.692
Cl: -2.74 1.65 1.50  0.700
C: -3.19 0.52 0.25  -0.692
C: -2.25 -0.38 -0.19  -0.258
C: -2.59 -1.32 -1.17  -0.260
Cl: -3.19 -3.89 0.86  0.341
C: -3.89 -1.39 -1.63  -0.613
Cl: -4.39 -2.67 -2.69  0.721
C: -4.84 -0.45 -1.20  -0.694
Cl: -6.44 -0.50 -1.82  0.681
C: -4.48 0.52 -0.28  -0.704
Cl: -5.62 1.71 0.22  0.677
O: 4.07 -0.13 -0.43  0.085
N: 3.15 0.13 0.31  -0.320
O: 2.17 -0.56 0.42  -0.038
C: 4.75 -1.01 3.03  -0.130
O: 3.35 -0.76 3.20  -0.285
C: 2.47 -1.77 2.98  -1.303
S: 3.01 -3.25 2.45  0.632
S: 0.86 -1.26 3.28  0.583
H: 5.23 -0.07 3.29  0.090
H: 4.98 -1.29 2.00  0.066
H: 5.09 -1.81 3.69  0.075
N: 0.17 0.79 -1.43  -0.223
P: 0.73 2.18 -1.33  0.913
C: -0.11 3.57 -0.58  -0.344
C: 0.56 4.49 0.23  -0.102
C: -0.14 5.54 0.80  -0.065
C: -1.50 5.67 0.55  -0.062
C: -2.17 4.76 -0.26  -0.079
C: -1.47 3.71 -0.82  -0.113
C: 3.24 1.36 1.11  -0.175
C: 4.37 2.16 0.96  -0.002
C: 4.46 3.31 1.73  -0.065
C: 3.45 3.63 2.63  -0.073
C: 2.34 2.81 2.76  -0.058
C: 2.22 1.66 1.99  -0.042
C: 2.17 2.69 -2.25  -0.329
C: 2.52 4.03 -2.43  -0.078
C: 3.65 4.34 -3.17  -0.071
C: 4.42 3.32 -3.72  -0.065
C: 4.07 1.99 -3.54  -0.060
C: 2.94 1.67 -2.80  -0.089
H: 1.62 4.37 0.44  0.096
H: 0.36 6.24 1.45  0.109
H: -2.05 6.49 1.00  0.109
H: -3.23 4.86 -0.44  0.111
H: -1.98 2.97 -1.43  0.107
H: 5.14 1.87 0.27  0.122
H: 5.33 3.94 1.64  0.107
H: 3.54 4.52 3.23  0.108
H: 1.56 3.05 3.47  0.118
H: 1.40 0.98 2.13  0.031
H: 1.91 4.81 -2.01  0.099
H: 3.92 5.37 -3.33  0.107
H: 5.30 3.57 -4.30  0.108
H: 4.68 1.20 -3.97  0.113
H: 2.66 0.63 -2.63  0.101
C: -0.54 -4.11 2.19  -0.266
P: -1.41 -2.82 1.31  0.605
C: -2.27 -1.73 2.49  -0.306
C: -0.69 -2.64 -0.29  -0.396
C: 0.53 -3.38 -0.48  -0.122
C: 0.79 -3.93 -1.70  -0.060
C: -0.16 -3.83 -2.79  -0.090
C: -1.22 -3.02 -2.72  -0.060
C: -1.35 -2.10 -1.55  -0.293
H: -0.69 -5.04 1.63  0.058
H: -1.00 -4.18 3.17  0.061
H: 0.52 -3.90 2.32  -0.047
H: -2.42 -2.36 3.37  0.058
H: -3.23 -1.44 2.07  0.029
H: -1.68 -0.86 2.76  -0.028
H: 1.19 -3.59 0.34  0.052
H: 1.68 -4.52 -1.81  0.105
H: 0.03 -4.40 -3.69  0.101
H: -1.87 -2.88 -3.57  0.080
H: -0.71 -1.26 -1.88  0.108

three.
ORCA calculation (wB97M-V/def2-TZVPD) on C34H29Cl5N2O3P2PdS2 as an isolated structure.

Highest occupied orbital energy in eV: -7.6
E_LUMO in eV: -0.97
Multiplicity: 1

Last column: Löwdin charge in e.
Cartesian coordinates (Å):
Pd: 0.67 -0.83 -1.61  0.687
Cl: -0.82 -3.06 0.51  0.756
C: -1.54 -2.88 -1.04  -0.692
C: -0.96 -2.07 -2.03  -0.289
C: -1.54 -2.20 -3.30  -0.656
Cl: -0.88 -1.41 -4.70  0.675
C: -2.67 -2.98 -3.55  -0.708
Cl: -3.36 -3.07 -5.13  0.680
C: -3.28 -3.68 -2.52  -0.716
Cl: -4.70 -4.60 -2.80  0.690
C: -2.69 -3.64 -1.26  -0.708
Cl: -3.40 -4.55 0.02  0.692
O: 2.93 0.51 0.62  -0.081
N: 3.21 0.78 -0.52  -0.162
O: 2.49 0.26 -1.45  -0.375
C: 4.35 -3.31 -3.98  -0.079
O: 3.70 -3.43 -2.70  -0.168
C: 2.68 -2.64 -2.45  -1.199
S: 2.03 -1.54 -3.54  0.707
S: 1.93 -2.76 -0.94  0.729
H: 5.16 -4.02 -3.96  0.097
H: 4.73 -2.30 -4.11  0.088
H: 3.64 -3.55 -4.77  0.086
N: 0.00 0.09 0.03  -0.365
P: -0.32 -0.05 1.55  0.766
C: 0.16 1.50 2.39  -0.277
C: 1.30 1.58 3.18  -0.060
C: 1.66 2.78 3.76  -0.067
C: 0.89 3.92 3.56  -0.087
C: -0.26 3.84 2.78  -0.084
C: -0.62 2.64 2.20  -0.122
C: -2.11 -0.12 1.95  -0.297
C: -2.99 -0.59 0.99  -0.108
C: -4.36 -0.66 1.24  -0.071
C: -4.85 -0.24 2.47  -0.080
C: -3.98 0.26 3.43  -0.074
C: -2.62 0.32 3.17  -0.104
C: 0.44 -1.33 2.61  -0.355
C: -0.24 -1.91 3.68  -0.086
C: 0.37 -2.88 4.45  -0.077
C: 1.67 -3.28 4.17  -0.081
C: 2.35 -2.71 3.11  -0.066
C: 1.74 -1.73 2.33  -0.142
H: 1.92 0.70 3.33  0.101
H: 2.56 2.84 4.37  0.106
H: 1.18 4.86 4.02  0.102
H: -0.87 4.72 2.63  0.106
H: -1.53 2.58 1.62  0.105
H: -2.61 -0.89 0.02  0.070
H: -5.03 -1.04 0.48  0.106
H: -5.91 -0.29 2.67  0.103
H: -4.37 0.60 4.39  0.104
H: -1.96 0.72 3.92  0.114
H: -1.26 -1.62 3.90  0.093
H: -0.17 -3.33 5.28  0.103
H: 2.14 -4.05 4.77  0.102
H: 3.36 -3.02 2.87  0.109
H: 2.27 -1.27 1.52  0.046
C: -0.71 1.54 -4.07  -0.286
P: -0.31 1.19 -2.33  0.891
C: -1.88 1.66 -1.56  -0.221
C: 0.89 2.49 -1.98  -0.374
C: 1.92 2.73 -2.89  -0.104
C: 2.88 3.69 -2.61  -0.074
C: 2.83 4.39 -1.41  -0.074
C: 1.81 4.15 -0.51  -0.061
C: 0.84 3.20 -0.79  -0.082
H: 0.11 1.29 -4.74  0.031
H: -0.93 2.60 -4.14  0.062
H: -1.58 0.97 -4.38  0.003
H: -2.11 2.69 -1.86  0.066
H: -1.81 1.57 -0.49  0.000
H: -2.67 1.00 -1.93  0.057
H: 1.99 2.16 -3.80  0.102
H: 3.68 3.86 -3.31  0.105
H: 3.59 5.12 -1.19  0.104
H: 1.77 4.68 0.44  0.102
H: 0.06 2.99 -0.08  0.066

Most stable of them? three.